ORCA calculation (ωB97M-V with the def2-TZVPD basis set) on C6H8 in the gas phase at a distorted geometry.

Results
ΔE to the lowest compared entry with this formula, charge and spin, kJ/mol: 289.3
Orbital gap (spin up / spin down), eV: 8.005 / 7.285
F_max, eV/A: 2.28
Molar mass, u: 80.13

The geometry in ORCA input format:
```
! RIJCOSX wB97M-V def2-TZVPD def2/J DEFGRID3
* xyz 0 1
C 0.30769 1.65470 -1.05533
C -0.39001 0.69281 -0.29676
C -0.12137 -0.94844 -0.79579
C -0.17189 -1.64174 0.47583
C 0.24628 -0.79420 1.49066
C 0.14667 0.53428 1.08692
H 1.39403 1.64437 -1.09717
H -0.19463 2.45738 -1.59003
H -1.47938 0.82964 -0.29985
H 0.88930 -0.86203 -1.19221
H -0.80457 -1.27520 -1.58476
H -0.66305 -2.59776 0.63914
H 0.46355 -1.09085 2.51500
H 0.37738 1.39702 1.70433
*
```

These are the Mulliken partial charges, in e, on atoms 1 to 2:
1 C -1.062
2 C 0.309

---

ORCA calculation (ωB97M-V with the def2-TZVPD basis set) on a gas-phase ion, C23H48NOS (charge +1) at a distorted geometry.

Results
Orbital gap, eV: 10.100
F_max, eV/A: 1.13
Molar mass, u: 386.71
SMILES: CCCCCCCCCCCCCCCC[N+]1(CSCC)CCOCC1

The geometry in ORCA input format:
```
! RIJCOSX wB97M-V def2-TZVPD def2/J DEFGRID3
* xyz 1 1
C -2.38228 3.77279 -1.59913
C -3.59582 3.33064 -2.40352
C -3.52020 1.93813 -3.04494
C -2.99968 0.82054 -2.14596
C -1.47948 0.62971 -2.09413
C -0.77287 0.50561 -3.45594
C 0.45072 1.41542 -3.52539
C 1.53415 0.98166 -2.54826
C 2.60856 0.03596 -3.13337
C 3.03294 -1.09374 -2.18845
C 2.22353 -2.39769 -2.31019
C 0.90741 -2.42181 -1.49373
C 0.60566 -3.79382 -0.88674
C 1.29101 -4.09863 0.45672
C 1.36484 -2.93813 1.46385
C -0.01064 -2.38954 1.77120
N -0.06149 -1.04385 2.50205
C 0.83449 -1.18390 3.71541
S 0.47645 -0.11324 5.11839
C 1.82528 1.11834 5.19187
C 1.28816 2.55725 5.16961
C 0.34897 0.02395 1.55694
C 0.14273 1.43762 2.08447
O -1.00868 1.60384 2.87921
C -1.97679 0.62548 2.59091
C -1.51189 -0.80214 2.84130
H -1.49149 3.81951 -2.21182
H -2.21469 3.12522 -0.74644
H -2.55790 4.76900 -1.20477
H -3.69504 4.03984 -3.22044
H -4.49176 3.44919 -1.80566
H -4.54170 1.67609 -3.30453
H -2.98595 2.01631 -3.98619
H -3.46096 -0.13131 -2.38351
H -3.33200 1.05810 -1.13215
H -1.00768 1.41163 -1.50984
H -1.29422 -0.29231 -1.53717
H -0.39566 -0.50401 -3.59593
H -1.43217 0.69892 -4.29191
H 0.14551 2.41697 -3.23416
H 0.83996 1.47941 -4.53702
H 1.09102 0.48898 -1.69158
H 2.05487 1.85262 -2.16355
H 3.48835 0.65366 -3.28717
H 2.34403 -0.33217 -4.11875
H 3.01105 -0.69266 -1.17400
H 4.06923 -1.34394 -2.39243
H 1.93217 -2.46809 -3.35156
H 2.83639 -3.26654 -2.09020
H 0.11393 -2.20847 -2.19914
H 0.89368 -1.61091 -0.78630
H 0.97433 -4.51322 -1.61135
H -0.46388 -3.96791 -0.83614
H 0.70042 -4.86534 0.95619
H 2.27021 -4.53904 0.32985
H 1.84540 -3.32890 2.35352
H 2.05780 -2.19748 1.07508
H -0.56635 -2.26884 0.85016
H -0.58178 -3.06878 2.39351
H 1.84894 -0.98296 3.40156
H 0.78876 -2.21148 4.04319
H 2.34701 0.94019 6.11737
H 2.49333 0.93726 4.36023
H 1.57209 3.04026 4.24301
H 1.72795 3.12333 5.98262
H 0.21549 2.58716 5.28708
H 1.38215 -0.07121 1.25010
H -0.24372 -0.09507 0.66240
H 1.02295 1.76580 2.61919
H 0.05572 2.08658 1.21109
H -2.28789 0.74429 1.54994
H -2.85170 0.83513 3.18959
H -1.74044 -1.15048 3.83677
H -2.10085 -1.42476 2.17903
*
```

These are the Mulliken partial charges, in e, on atoms 1 to 2:
1 C -0.558
2 C -0.618

---

ORCA calculation (ωB97M-V with the def2-TZVPD basis set) on C6H11O2P in the gas phase at a distorted geometry.

Results
ΔE to the lowest compared entry with this formula, charge and spin, kJ/mol: 283.5
Orbital gap (spin up / spin down), eV: 7.521 / 8.378
F_max, eV/A: 4.76
Molar mass, u: 146.13

The geometry in ORCA input format:
```
! RIJCOSX wB97M-V def2-TZVPD def2/J DEFGRID3
* xyz 0 1
C 0.63757 -0.99425 0.99839
C 1.33918 0.00932 0.44240
C -1.39991 -1.25348 -0.67011
C -0.54677 -1.90586 0.42033
C -1.49967 -1.94196 1.68101
C 0.92038 3.20258 -1.34360
O 2.10463 0.99492 -2.00798
O 0.21371 2.08715 -0.78347
P 0.88834 0.63944 -1.20544
H 0.87894 -1.42270 1.96864
H 2.14168 0.62431 0.86936
H -1.61476 -1.74168 -1.60576
H -1.71663 -0.31019 -0.37296
H -0.07624 -2.81411 0.29845
H -2.57042 -2.07983 1.31308
H -1.57513 -0.88787 2.10412
H -1.29870 -2.75968 2.34711
H 0.40520 4.06596 -0.96734
H 0.83158 3.23397 -2.40463
H 1.93704 3.25395 -1.08159
*
```

These are the Mulliken partial charges, in e, on atoms 1 to 2:
1 C -0.357
2 C -0.572

---

ORCA calculation (ωB97M-V with the def2-TZVPD basis set) on 6 unconnected molecules or ions with the total composition C40H97IN3O21P6S at a distorted geometry.

Results
Orbital gap, eV: 7.275
F_max, eV/A: 5.75
Molar mass, u: 1301.03

The geometry in ORCA input format:
```
! RIJCOSX wB97M-V def2-TZVPD def2/J DEFGRID3
* xyz 1 1
C 0.06737 0.72273 5.34080
C -1.28787 0.67873 4.61572
C -2.31708 -0.23035 5.29637
C -1.79465 -1.64518 5.60849
C -2.27750 -2.74281 4.62723
C -3.09558 -3.84675 5.33964
C -2.21570 -5.02143 5.79961
C -1.36761 -4.69729 7.02726
C -0.34356 -5.77722 7.39272
C 0.66009 -6.06906 6.28049
C 1.77173 -5.01881 6.12693
C 1.57631 -4.03990 4.96029
C 1.29582 -4.76922 3.62918
C 1.63217 -3.99152 2.41671
N 0.75297 -3.87673 1.47350
C 1.12040 -3.05138 0.36224
N 0.91119 -3.66159 -0.94527
P -0.14092 -1.59334 0.55741
C -1.79340 -2.36406 0.28010
O 0.14764 -0.64786 -0.75974
C 2.53478 -2.43593 0.71728
S 3.62434 -2.83988 -0.76826
N 2.52695 -1.00166 0.80984
C 3.74811 -0.42000 1.37712
C 3.96086 0.99759 0.86181
C 2.72126 1.90758 0.95934
C 1.90614 1.77004 2.25579
C 2.84248 -3.19886 2.05741
C 4.27148 -3.75355 2.29061
C 4.54210 -5.26649 2.19425
C 4.33917 -5.98834 3.54314
I 3.56618 -6.29967 0.59324
H 0.51567 1.71300 5.29427
H -0.00025 0.38746 6.37543
H 0.77069 0.04977 4.84061
H -1.12234 0.39988 3.57106
H -1.70429 1.68743 4.59944
H -2.61849 0.25027 6.22619
H -3.17439 -0.31979 4.62704
H -0.70368 -1.66473 5.65547
H -2.14587 -1.91223 6.60517
H -2.93305 -2.27651 3.88962
H -1.43885 -3.23241 4.11804
H -3.77409 -4.26282 4.59084
H -3.65303 -3.42310 6.17431
H -1.60178 -5.28859 4.93425
H -2.87469 -5.86579 6.01605
H -2.05086 -4.55729 7.86828
H -0.83759 -3.74837 6.90487
H -0.86758 -6.70862 7.62528
H 0.15963 -5.48131 8.31623
H 0.09627 -6.24005 5.36384
H 1.13037 -7.02478 6.52006
H 1.83717 -4.43710 7.04774
H 2.72649 -5.52526 5.98492
H 0.72336 -3.39339 5.17475
H 2.45619 -3.39674 4.87717
H 0.20973 -4.89646 3.59988
H 1.71443 -5.77583 3.60349
H -0.15834 -4.31759 1.53893
H 0.35553 -4.50423 -0.83054
H 0.33096 -3.05749 -1.51973
H -2.26090 -2.57748 1.23880
H -1.73540 -3.26220 -0.34449
H -2.41751 -1.64695 -0.25465
H -0.61542 -0.09345 -0.96393
H 4.62310 -3.58705 -0.29377
H 2.49649 -0.66726 -0.15103
H 4.65751 -0.99299 1.15595
H 3.65335 -0.42578 2.46719
H 4.82585 1.40581 1.38593
H 4.24287 0.91157 -0.19257
H 3.07739 2.93321 0.86814
H 2.10589 1.70573 0.08123
H 1.70619 2.76145 2.65762
H 0.97591 1.23506 2.07480
H 2.44626 1.23307 3.03594
H 2.80371 -2.37234 2.78686
H 4.56349 -3.49241 3.31097
H 4.93919 -3.18983 1.64615
H 5.60369 -5.36299 1.98418
H 3.82417 -6.93935 3.43374
H 5.31820 -6.22812 3.95971
H 3.85138 -5.34875 4.27201
C 1.78648 -0.55253 -3.27923
O 1.66217 -0.39600 -4.69673
P 2.32958 0.96121 -5.27028
O 3.61946 1.03095 -4.55877
O 1.25468 1.99868 -4.67262
C -0.14884 1.73850 -4.78698
O 2.66427 1.78177 -6.62638
C 2.52579 1.17942 -7.93332
H 1.01865 -1.25803 -2.97169
H 2.76544 -0.96091 -3.03569
H 1.63855 0.39342 -2.76142
H -0.54218 1.46746 -3.80475
H -0.37715 0.93363 -5.48726
H -0.62744 2.64875 -5.12335
H 1.49825 0.86128 -8.11564
H 3.20165 0.32934 -8.03503
H 2.79455 1.93472 -8.66520
C 0.36365 -2.59955 -6.07308
O -0.40672 -2.98937 -7.22915
P -1.77799 -2.19751 -7.35071
O -1.59509 -0.77147 -7.05807
O -2.59255 -2.92484 -6.15233
C -2.44028 -4.32010 -5.89853
O -2.90988 -2.36887 -8.45624
C -2.62462 -2.99355 -9.73058
H 1.06962 -3.40303 -5.87398
H 0.90358 -1.69313 -6.29466
H -0.27221 -2.44754 -5.20256
H -1.86593 -4.46077 -4.98101
H -1.93121 -4.83995 -6.70895
H -3.43070 -4.75207 -5.76789
H -2.27769 -4.01816 -9.59742
H -1.87906 -2.41997 -10.28165
H -3.55083 -3.00591 -10.29590
C -0.54029 7.56954 -4.48392
O 0.52134 6.59775 -4.40924
P 1.54353 6.82582 -3.20319
O 0.82658 7.14428 -1.97180
O 2.29061 8.13948 -3.78028
C 2.57906 8.28256 -5.17046
O 2.88270 6.02577 -2.85450
C 3.10932 4.69556 -3.38103
H -0.91392 7.54043 -5.50469
H -1.33713 7.29999 -3.79532
H -0.17356 8.56825 -4.25636
H 1.91367 9.03079 -5.60298
H 2.45942 7.34911 -5.72030
H 3.60789 8.62286 -5.27091
H 3.11399 4.70258 -4.47162
H 2.33873 4.00871 -3.02884
H 4.07707 4.35714 -3.02601
C -0.68130 4.95621 -6.52916
O -0.85337 3.76382 -7.33106
P -2.12582 3.81466 -8.30370
O -2.22376 5.11549 -8.95606
O -3.31972 3.62903 -7.21863
C -3.19869 2.75742 -6.10400
O -2.64967 2.67648 -9.29743
C -1.78276 1.60284 -9.71563
H -0.04486 4.69193 -5.69274
H -0.19683 5.72982 -7.11994
H -1.64161 5.31427 -6.16096
H -3.08126 3.34893 -5.19243
H -2.35530 2.07914 -6.19575
H -4.11299 2.17113 -6.03063
H -1.43504 1.02048 -8.85956
H -0.92773 1.99191 -10.27091
H -2.36275 0.95696 -10.36818
C -6.33170 4.34268 7.73838
O -5.13826 5.06848 7.39148
P -3.78345 4.24509 7.55892
O -3.93411 2.87712 7.06606
O -3.75405 4.27350 9.18620
C -4.15657 5.42792 9.92008
O -2.24023 4.68063 7.42367
C -1.85243 5.81289 6.61497
H -7.09476 5.09159 7.93530
H -6.64029 3.71608 6.90570
H -6.17604 3.73224 8.62567
H -5.11938 5.23747 10.39610
H -4.24843 6.31266 9.29112
H -3.41140 5.61676 10.69080
H -2.31877 6.73141 6.97237
H -2.11572 5.64971 5.56912
H -0.77435 5.91262 6.69632
*
```

These are the Mulliken partial charges, in e, on atoms 1 to 2:
1 C -1.014
2 C -0.099

---

Question: molar mass of number 1 (C6H8)?
Answer: 80.13 u

---

Question: Number 2 is which compound?
Answer: C23H48NOS